The following is a quantum chemistry calculation of an isolated molecule of C3H8N2O in a non-equilibrium geometry, from the OMol25 dataset.

ORCA input file:
```
! RIJCOSX wB97M-V def2-TZVPD def2/J DEFGRID3
* xyz 0 1
C 2.238 -0.372 0.026
C 0.165 0.909 -0.056
C -2.095 -0.374 -0.050
H 2.712 -0.892 -0.811
H 2.466 -0.811 0.996
H 2.675 0.646 -0.045
H 0.288 -1.199 0.224
H -1.652 1.724 -0.065
H -2.179 -0.882 1.015
H -3.161 -0.127 -0.252
H -1.689 -1.121 -0.801
N 0.791 -0.301 -0.179
N -1.242 0.794 0.019
O 0.683 2.007 -0.021
*
```

- DFT total energy: -8268.4586 eV
- HOMO: -9.3 eV
- SMILES: CNC(=O)NC
- Energy relative to the best compared isomer or geometry (same formula, charge and spin): 20.0 kcal per mole